1.
Density functional theory data (the ωB97M-V functional and the def2-TZVPD basis) for the ion C2H2N3O with charge +1.

```
8
Properties=species:S:1:pos:R:3:forces:R:3
C 0.899516 -0.622142 0.002239 0.7 3.3 0.0
C -1.036980 0.502057 -0.000981 0.5 1.1 0.0
N -1.270011 -0.894557 -0.000689 2.4 -3.2 0.0
N -0.120789 -1.523606 0.000541 -5.1 -0.4 0.0
N 0.431949 0.595414 -0.008096 1.2 -0.4 0.0
O -1.798078 1.396453 0.004924 0.4 -0.4 0.0
H 1.941422 -0.924448 0.016601 0.0 0.1 0.0
H 0.952970 1.470831 -0.014542 0.0 -0.1 0.0
```
Positions in Å, forces in eV/Å.

The calculation puts the LUMO energy at -9.30 eV. The value obtained for the molar mass is 84.06 g/mol. As for the SMILES: O=C1N=NC=[NH+]1. The value obtained for the total energy is -8613.329 eV. As for the total charge: +1. For the energy above the lowest of the compared OMol25 structures with the same formula, charge and spin, the calculation gives 1.525 eV.


2.
Density functional theory data (the ωB97M-V functional and the def2-TZVPD basis) for a structure of composition C40H56F5N7O2S2SeV.

```
114
Properties=species:S:1:pos:R:3:forces:R:3
V -0.120878 -0.836887 0.723548 0.7 0.4 0.7
N 2.229899 1.421093 3.117164 0.0 -0.1 -0.2
C 1.221861 0.941592 2.336629 0.1 0.4 0.4
O 1.241035 -0.241051 1.962391 1.4 0.3 1.1
C 0.068844 1.834484 1.982405 -0.1 -0.2 -0.4
C -0.734091 1.168170 0.854031 -0.2 0.4 0.0
H 3.088733 0.894311 3.141954 0.0 0.0 0.1
H 2.297269 2.413798 3.257809 0.0 0.0 0.0
H 0.455365 2.825188 1.713182 0.0 0.1 0.2
H -0.550119 1.955236 2.878151 0.1 0.0 0.1
H -0.510989 1.659054 -0.097620 -0.1 0.1 0.0
H -1.806694 1.255895 1.040827 0.0 0.1 0.0
F -6.060944 -4.128108 -1.365818 -0.1 -0.1 0.0
C -4.883643 -3.546039 -1.115528 0.1 0.1 0.1
C -3.702664 -4.175100 -1.466860 -0.2 0.0 0.0
F -3.743794 -5.374572 -2.052287 0.0 -0.1 -0.1
C -2.493429 -3.566496 -1.213079 0.2 0.5 0.3
F -1.352586 -4.188383 -1.556520 0.1 -0.2 -0.1
C -2.387832 -2.306802 -0.595602 -0.5 -0.3 0.0
O -1.230738 -1.737275 -0.401931 -1.3 -1.5 -2.1
C -3.614766 -1.711144 -0.240136 0.7 -0.1 -0.2
F -3.580225 -0.508862 0.339721 -0.2 0.2 0.1
C -4.829742 -2.307124 -0.498248 0.0 -0.2 -0.1
F -5.967047 -1.693828 -0.161429 -0.1 0.1 0.1
N 0.736559 -1.848426 -2.652942 -0.5 -0.1 0.2
C 1.725556 -1.013053 -2.325633 0.5 0.5 0.4
S 1.752862 -0.257701 -0.822053 0.0 -0.1 -0.7
N 2.683617 -0.880324 -3.291009 -0.1 -0.1 -0.1
C 4.015933 -0.427040 -3.279640 0.1 0.1 0.1
C 4.795387 -0.812025 -4.374564 0.0 0.0 0.0
C 6.128830 -0.459568 -4.457196 0.0 0.0 0.0
C 6.713154 0.291264 -3.447779 0.1 0.0 0.0
C 5.938259 0.698657 -2.374851 0.0 0.0 -0.1
C 4.596150 0.355822 -2.283088 -0.1 -0.1 0.0
H -0.061819 -1.887294 -2.020693 0.0 0.0 -0.1
H 0.614301 -2.177309 -3.596087 0.0 0.0 0.0
H 2.462701 -1.384423 -4.135619 0.1 0.0 0.0
H 4.346185 -1.405802 -5.163891 0.0 0.0 0.0
H 6.715641 -0.781524 -5.307657 0.0 0.0 0.0
H 7.761925 0.553186 -3.499164 0.0 0.0 0.0
H 6.384950 1.294928 -1.589363 0.0 0.0 0.0
H 4.004207 0.686019 -1.448695 0.0 0.0 0.1
C 1.093669 2.684469 7.033551 -0.1 -0.1 -0.1
C 0.180250 1.729073 6.270473 0.1 0.0 0.1
C 0.796873 0.337870 6.159354 -0.1 -0.1 0.0
C -0.181821 -0.662411 5.545378 0.1 0.2 0.2
N 0.453821 -1.784342 4.865882 -0.1 -0.1 -0.3
C -0.007298 -2.288471 3.686670 0.1 -0.3 0.2
Se -1.470561 -1.683786 2.748034 -0.6 0.1 0.3
N 0.776916 -3.345801 3.352803 -0.1 0.2 0.1
C 0.511921 -4.254040 2.249267 -0.1 -0.1 -0.3
C 1.206768 -3.888626 0.940024 0.2 -0.1 0.4
C 2.727480 -4.010516 0.988473 -0.1 0.1 -0.2
C 3.368867 -3.733286 -0.368593 0.0 0.0 0.1
C 1.744460 -3.526638 4.326109 0.1 0.1 0.2
C 2.761092 -4.460637 4.442161 0.0 -0.1 0.0
C 3.568804 -4.390995 5.567441 0.0 -0.1 -0.1
C 3.353205 -3.425263 6.545392 0.0 0.1 0.1
C 2.333373 -2.490728 6.432744 0.0 0.0 0.0
C 1.534517 -2.542074 5.298121 0.1 -0.2 0.0
H 0.665367 3.685841 7.079660 0.0 0.0 0.0
H 2.070886 2.752138 6.550831 0.0 0.0 0.0
H 1.243742 2.331241 8.055182 0.0 0.0 0.0
H -0.008361 2.116605 5.265918 -0.1 0.0 0.0
H -0.785007 1.662160 6.780421 0.0 0.0 -0.1
H 1.093864 0.015702 7.159129 0.1 0.0 0.0
H 1.692975 0.392791 5.539144 0.1 0.0 0.0
H -0.785597 -0.165279 4.786117 0.0 -0.1 0.0
H -0.870898 -1.046304 6.302702 0.0 0.0 0.0
H -0.568123 -4.262362 2.098269 0.0 0.0 0.1
H 0.821052 -5.250369 2.571704 0.0 0.0 0.0
H 0.928784 -2.865453 0.661264 0.1 -0.1 -0.2
H 0.812313 -4.555589 0.169849 -0.1 0.1 -0.1
H 2.997583 -5.022130 1.309606 0.0 0.0 0.1
H 3.127861 -3.309872 1.727170 0.0 0.0 0.0
H 2.973573 -4.410226 -1.129375 0.0 0.0 0.0
H 4.450578 -3.868678 -0.321412 0.0 0.0 0.0
H 3.170418 -2.709202 -0.681680 0.0 0.0 0.0
H 2.917385 -5.219022 3.688021 0.0 0.0 0.0
H 4.374348 -5.103247 5.685555 0.0 0.0 0.0
H 3.992426 -3.397382 7.417972 0.0 0.0 0.0
H 2.171842 -1.767707 7.215688 0.0 0.1 0.0
C -1.289621 5.192751 -1.401191 0.2 -0.1 0.0
C -0.018513 5.124310 -2.251173 -0.1 0.0 -0.1
C -0.249518 5.095359 -3.768776 0.0 -0.2 0.2
C -0.645331 3.729870 -4.324916 0.0 0.1 -0.1
N -1.955476 3.306710 -3.860028 -0.1 0.0 0.0
C -2.203630 2.171917 -3.175328 0.2 0.0 0.1
S -1.094896 0.940675 -2.974424 0.1 -0.1 0.0
N -3.428758 2.079981 -2.588583 -0.2 0.1 -0.1
C -4.631381 2.722999 -3.106773 0.1 -0.1 -0.1
C -5.031027 2.202457 -4.490327 0.0 0.2 0.1
C -6.116310 3.035437 -5.166242 0.1 -0.2 -0.1
C -6.413686 2.520181 -6.572439 0.0 0.1 0.1
H -1.033187 5.388711 -0.359060 0.0 0.0 0.0
H -1.850068 4.259444 -1.425627 0.0 0.0 0.0
H -1.937617 6.004071 -1.743490 0.0 0.0 0.0
H 0.562614 4.242661 -1.966479 0.0 0.0 0.0
H 0.591426 6.001210 -2.019972 0.0 0.0 0.0
H 0.676769 5.383527 -4.271087 0.0 0.0 -0.1
H -1.008254 5.838560 -4.042162 0.1 0.1 0.0
H 0.067665 2.970927 -4.011432 0.0 0.0 0.0
H -0.645610 3.762613 -5.419238 0.0 0.0 0.0
H -2.669059 4.018288 -3.855260 0.0 0.0 0.0
H -3.556920 1.197917 -2.119942 0.0 -0.1 0.0
H -4.486811 3.807713 -3.137281 -0.1 0.0 0.0
H -5.427546 2.537394 -2.386728 0.0 0.1 0.0
H -5.372520 1.168348 -4.393233 0.1 0.0 0.0
H -4.141926 2.188918 -5.126691 0.0 0.0 0.0
H -5.792938 4.079387 -5.223062 0.0 0.0 0.1
H -7.027742 3.010076 -4.562684 0.0 0.1 0.0
H -5.516534 2.559352 -7.192457 0.0 0.0 0.0
H -7.188784 3.115057 -7.056483 0.0 0.0 0.0
H -6.751336 1.483169 -6.535309 0.0 0.0 0.0
```
Positions in Å, forces in eV/Å.

The calculation puts the LUMO energy (alpha / beta) at 0.41 / 0.41 eV. The value obtained for the molar mass is 955.96 g/mol. The value obtained for the total energy is -183207.633 eV. For the energy above the lowest of the compared OMol25 structures with the same formula, charge and spin, the calculation gives 1.114 eV. As for the multiplicity: 2.


3.
Density functional theory data (the ωB97M-V functional and the def2-TZVPD basis) for the ion CH6N3OS with charge +1.

```
12
Properties=species:S:1:pos:R:3:forces:R:3
C 0.079333 -0.360372 0.822678 2.1 2.6 -1.9
N -0.211889 -0.081430 2.085630 1.5 0.6 0.7
N 0.581371 -0.369555 -2.499567 1.0 -5.4 3.2
N 1.046842 0.386678 0.084741 -3.6 -3.2 0.2
O -0.668065 -1.165294 0.122319 0.0 0.4 0.5
S 1.814186 -0.164213 -1.443691 -0.7 -1.0 -0.3
H 0.442166 0.437946 2.717922 -0.9 -0.6 -1.2
H -1.129036 -0.233589 2.460989 -0.2 -0.3 0.2
H 0.454911 0.412573 -2.983414 -1.6 3.2 -3.1
H 0.134976 -1.347839 -2.616557 1.0 2.8 -0.1
H 1.835156 0.621827 0.580945 1.9 1.4 2.1
H -1.413632 -1.407642 0.687101 -0.4 -0.6 -0.3
```
Positions in Å, forces in eV/Å.

The calculation puts the LUMO energy at -3.78 eV. The value obtained for the molar mass is 108.15 g/mol. As for the SMILES: NS/[NH+]=C(/N)O. The value obtained for the total energy is -18479.697 eV. As for the total charge: +1. For the energy above the lowest of the compared OMol25 structures with the same formula, charge and spin, the calculation gives 0.643 eV.


4.
Density functional theory data (the ωB97M-V functional and the def2-TZVPD basis) for a cluster of 2 separate species, C3H10N2O2 in total.

```
17
Properties=species:S:1:pos:R:3:forces:R:3
C 1.011382 -0.582039 -0.197105 -1.8 -0.6 -1.9
C -0.076808 -0.429088 -1.425820 1.9 -0.7 1.3
N 2.255182 -0.963842 -0.772603 -0.3 -0.7 -0.3
O 1.119128 0.535724 0.622911 -0.4 1.4 0.3
H 0.841859 1.358446 0.164395 0.3 -0.9 0.4
H 0.651472 -1.403497 0.433482 0.2 0.0 0.0
H 2.853950 -1.462032 -0.126567 0.3 0.6 -0.3
H 2.657051 -0.232262 -1.347537 0.4 -0.3 0.4
H 0.218866 0.458836 -1.983473 -0.3 0.1 -0.2
H -1.131638 -0.440977 -1.173250 0.1 0.4 0.3
H 0.077777 -1.318599 -2.033165 0.2 0.1 -0.2
C -1.872927 0.453537 1.581050 0.1 -0.3 0.6
N -1.803838 1.165402 0.325584 0.7 1.8 -0.5
O -1.060712 2.138020 0.303363 -1.3 -1.4 0.3
H -1.254781 0.866039 2.370592 0.2 0.2 0.0
H -1.560710 -0.577987 1.382079 -0.1 0.1 -0.1
H -2.925253 0.434319 1.876063 0.0 0.0 -0.1
```
Positions in Å, forces in eV/Å.

The calculation puts the LUMO energy at -0.18 eV. The value obtained for the molar mass is 106.12 g/mol. As for the SMILES: C[C@@H](N)O.CN=O. The value obtained for the total energy is -10345.311 eV. For the energy above the lowest of the compared OMol25 structures with the same formula, charge and spin, the calculation gives 4.177 eV.


5.
Density functional theory data (the ωB97M-V functional and the def2-TZVPD basis) for a structure of composition C8H7NO4S.

```
21
Properties=species:S:1:pos:R:3:forces:R:3
C 2.236452 1.699178 0.199373 0.1 0.3 -0.5
C 0.307604 -0.273151 -1.099581 -0.1 -2.4 -0.4
C 0.096659 1.146075 -1.110677 2.6 1.8 -0.1
C -0.120088 1.511616 1.107313 -4.2 0.9 1.6
C -0.867431 -0.698347 -0.165397 0.5 1.1 -2.1
C -1.303586 0.703039 0.260225 -0.2 -0.4 1.8
C 0.877382 1.527036 0.025413 -3.2 0.4 -1.5
C -1.997554 -1.460309 -0.846340 -0.2 -1.4 0.6
N 3.307993 2.086143 0.274254 1.2 0.2 0.3
O 3.266674 -2.496195 0.266690 -1.0 1.4 0.2
O 1.594902 -0.975359 1.273872 -0.3 -0.1 1.0
O -1.237592 1.418959 -0.943477 0.8 0.4 0.0
O 1.238512 -1.012293 -1.382116 -0.5 0.5 -1.0
S 2.672497 -1.170953 0.354943 2.3 -2.0 -0.2
H -0.715675 2.433382 1.518120 1.5 -0.9 -1.3
H 0.205475 1.068428 2.045619 0.4 -0.5 -0.3
H -0.303978 -1.174986 0.571787 0.2 -1.3 1.4
H -2.338410 0.627641 0.573233 -0.1 0.7 0.8
H -2.325153 -0.967000 -1.769685 0.2 -0.2 0.2
H -2.840690 -1.423471 -0.127133 0.2 -0.3 -0.5
H -1.754000 -2.569439 -1.026440 -0.2 1.8 0.1
```
Positions in Å, forces in eV/Å.

The calculation puts the LUMO energy (alpha / beta) at -1.84 / -1.84 eV. The value obtained for the molar mass is 213.21 g/mol. The value obtained for the total energy is -28919.339 eV. For the energy above the lowest of the compared OMol25 structures with the same formula, charge and spin, the calculation gives 3.610 eV.


6.
Density functional theory data (the ωB97M-V functional and the def2-TZVPD basis) for the molecule C5H8N2.

```
15
Properties=species:S:1:pos:R:3:forces:R:3
C -0.823361 -0.673421 1.974262 0.0 0.0 0.1
N -0.383181 -0.005533 0.773655 0.2 0.3 -0.1
C -0.010688 1.295199 0.652205 -0.2 0.0 0.3
C 0.538836 1.725579 -0.567338 -0.1 -0.6 0.0
C 0.508837 0.517662 -1.256588 0.3 -0.2 0.0
N 0.938896 0.291504 -2.536633 -0.1 0.2 0.0
C 0.116972 -0.678219 -0.401331 -0.1 0.1 0.0
H -1.316903 0.051603 2.628684 0.1 -0.1 -0.1
H -1.553572 -1.455925 1.738427 0.1 0.1 0.0
H 0.011550 -1.127811 2.523984 -0.1 0.0 -0.1
H -0.191631 1.905368 1.541672 0.0 0.0 -0.2
H 1.042960 -1.207231 -0.134555 -0.1 0.1 -0.1
H 1.287144 1.119792 -2.999803 -0.2 0.0 0.0
H 0.411273 -0.335722 -3.128709 0.2 0.0 0.2
H -0.577132 -1.422844 -0.807931 0.0 0.3 -0.1
```
Positions in Å, forces in eV/Å.

The calculation puts the LUMO energy at 0.60 eV. The value obtained for the molar mass is 96.13 g/mol. As for the SMILES: CN1C=C=C(N)C1. The value obtained for the total energy is -8292.047 eV. For the energy above the lowest of the compared OMol25 structures with the same formula, charge and spin, the calculation gives 2.949 eV.